# C34H29BrI2N6ORuSe

C34H29BrI2N6ORuSe as an isolated structure at a distorted geometry (wB97M-V/def2-TZVPD, OMol25).

```
! RIJCOSX wB97M-V def2-TZVPD def2/J DEFGRID3
* xyz 1 2
Ru 0.83 0.21 0.54
Br 0.53 -5.95 -5.39
C 1.40 -6.13 -3.72
C 0.72 -5.76 -2.56
C 1.36 -5.86 -1.34
C 2.67 -6.34 -1.28
C 3.31 -6.76 -2.44
C 2.68 -6.63 -3.67
N 3.42 -6.53 -0.08
N 3.15 -5.98 1.00
C 2.51 -4.72 1.14
C 1.76 -4.55 2.28
C 1.03 -3.39 2.54
C 1.08 -2.34 1.65
O 0.42 -1.19 1.82
C 1.92 -2.46 0.51
N 1.99 -1.34 -0.27
C 2.81 -1.32 -1.30
C 3.63 -2.41 -1.61
C 3.58 -3.54 -0.84
C 2.67 -3.62 0.24
H -0.29 -5.40 -2.62
H 0.82 -5.59 -0.44
H 4.30 -7.17 -2.36
H 3.18 -6.94 -4.58
H 1.72 -5.39 2.97
H 0.42 -3.30 3.43
H 2.84 -0.40 -1.88
H 4.32 -2.33 -2.44
H 4.24 -4.36 -1.06
I -3.63 -1.24 0.63
C -2.95 0.26 -0.70
I -1.09 -0.21 -1.63
H -2.81 1.18 -0.14
H -3.67 0.37 -1.49
C 2.01 2.88 3.60
N 1.09 1.87 4.11
C 1.21 1.24 5.33
C 0.17 0.39 5.44
N -0.58 0.51 4.29
C -1.78 -0.25 4.00
C -0.01 1.41 3.47
Se -0.59 1.91 1.76
H 1.85 3.82 4.13
H 1.83 3.02 2.54
H 3.03 2.54 3.76
H 2.02 1.46 6.00
H -0.11 -0.27 6.24
H -2.29 -0.47 4.93
H -1.52 -1.17 3.47
H -2.43 0.34 3.36
N 2.30 1.25 0.37
C 3.54 1.37 0.60
C 4.22 0.40 1.51
C 5.53 0.00 1.24
C 6.12 -0.99 2.01
C 5.43 -1.58 3.06
C 4.13 -1.17 3.34
C 3.53 -0.19 2.57
C 4.30 2.44 -0.10
C 5.36 3.08 0.54
C 6.03 4.11 -0.10
C 5.67 4.49 -1.38
C 4.62 3.85 -2.02
C 3.93 2.83 -1.38
H 6.07 0.44 0.42
H 7.13 -1.31 1.78
H 5.90 -2.35 3.65
H 3.58 -1.63 4.16
H 2.51 0.11 2.78
H 5.64 2.79 1.54
H 6.85 4.61 0.41
H 6.20 5.29 -1.88
H 4.33 4.15 -3.02
H 3.10 2.34 -1.87
*
```

Values from the calculation:
- LUMO level (alpha / beta) (eV) = -3.15 / -3.48
- expectation value of S² = 0.762
- energy (eV) = -200882.8620
- ΔE to the lowest compared entry with this formula, charge and spin (kcal per mole) = 0.0
- HOMO level (alpha / beta) (eV) = -9.9 / -9.9